A single C3O2 molecule at a distorted geometry. Source: the OMol25 dataset; level of theory: ωB97M-V/def2-TZVPD.

The geometry in XYZ format:
```
5
Properties=species:S:1:pos:R:3:forces:R:3
C -0.4388 0.1351 0.1428 -1.1286 1.6892 -3.3632
C 0.2626 0.7423 -2.3464 -1.6047 -1.3221 5.3537
C 0.0356 -0.4417 1.1651 0.5891 -0.3401 0.3853
O 0.1727 -0.8768 2.2406 0.3719 -0.2358 0.1012
O -0.0322 0.4411 -1.2022 1.7723 0.2088 -2.4771
```
Forces are in eV/Å.

Its HOMO energy is -9.140 eV. As for the total energy: -7198.826 eV. Its multiplicity is 1. Its lowest unoccupied orbital energy is -0.03838 Eh. For the largest force on an atom, the calculation gives 0.112 Eh/bohr. The charge is 0. The relative energy (zero: lowest compared OMol25 entry of this formula, charge and spin) comes out at 511.7 kJ/mol. The calculation puts the frontier orbital gap at 0.2975 hartree.

How is the electron density shared among the atoms? According to Mulliken, the charges in e are:
1. C -0.836
2. C 0.178
3. C 0.977
4. O -0.410
5. O 0.091


15 unconnected molecules or ions with the total composition C40H100N10O15S5 at a distorted geometry. Source: the OMol25 dataset; level of theory: ωB97M-V/def2-TZVPD.

The geometry in XYZ format:
```
170
Properties=species:S:1:pos:R:3:forces:R:3
C 4.9729 -13.9825 -11.9818 -0.5930 0.5893 -0.1780
C 6.2756 -13.3044 -11.6192 -0.0534 -0.4105 -0.5291
O 6.4961 -12.1460 -11.9541 0.1708 -0.7029 0.4381
N 7.1962 -14.1911 -11.1412 2.1278 1.0415 0.9427
C 8.6228 -13.7775 -10.8365 -0.8984 -0.1494 -1.0323
H 4.6349 -14.8412 -11.4017 0.3559 0.0530 0.1726
H 5.1110 -14.2991 -13.0156 -0.0918 -0.1175 -0.0659
H 4.1890 -13.2251 -11.9861 -0.0261 -0.0814 0.0235
H 6.8967 -14.9838 -10.5915 -0.3146 0.0073 -0.3745
H 8.8763 -13.9388 -9.7887 -0.0682 0.1103 -0.1363
H 8.8139 -12.7546 -11.1608 -0.5533 0.1800 0.4853
H 9.3035 -14.3197 -11.4928 -0.0480 -0.5361 0.2712
C 13.3031 -13.4550 -3.7902 0.8204 0.3794 -0.7461
C 13.8355 -14.0782 -5.0834 -0.3260 -2.1347 0.8587
O 14.5524 -15.0884 -4.9648 -0.7617 1.6204 -1.1272
N 13.3500 -13.5490 -6.2418 -0.2732 0.3361 -1.3459
C 13.3701 -14.1539 -7.5955 1.0503 -0.5679 0.6145
H 12.3385 -12.9719 -3.9463 0.0857 0.0593 0.2789
H 14.0800 -12.7367 -3.5282 -0.2700 0.4106 0.2681
H 13.3059 -14.1948 -2.9897 -0.2332 -0.0450 -0.3222
H 12.7119 -12.7661 -6.2346 0.2008 -0.0474 0.7139
H 14.3422 -14.6274 -7.7330 -0.2062 -0.4210 0.1236
H 13.3137 -13.4711 -8.4432 -0.2663 0.6219 0.5988
H 12.5567 -14.8725 -7.6960 0.1473 -0.1687 -0.0056
C 0.2020 -13.8397 -6.2314 -0.0562 -0.6033 0.4328
C 0.6785 -14.7095 -7.3656 0.6490 4.4911 -1.8088
O 0.9122 -14.1092 -8.4425 -0.1886 -1.9068 1.0607
N 0.8831 -15.9667 -7.0790 0.3322 -1.4137 -0.7101
C 1.4749 -16.8950 -8.0644 -1.2404 -0.9911 1.3122
H -0.8747 -13.9997 -6.1746 -0.1144 0.5141 0.2333
H 0.4977 -12.8040 -6.3987 -0.3794 -0.1959 -0.1610
H 0.6542 -14.1736 -5.2976 -0.1329 0.0173 0.2183
H 0.5833 -16.2094 -6.1456 0.3497 -0.6728 -0.3338
H 1.0617 -16.7788 -9.0663 0.5805 0.8099 0.0331
H 1.0619 -17.8699 -7.8053 0.2995 -0.2679 0.2181
H 2.5566 -16.9486 -7.9414 -0.0778 0.2641 -0.5567
C 9.3529 -9.2471 -9.6994 0.2271 0.8117 0.5391
C 9.8714 -10.1139 -8.5652 1.5079 0.2931 -2.8344
O 10.9756 -10.6300 -8.6788 0.2078 -0.4225 0.5597
N 9.1141 -10.1862 -7.5102 -2.4391 0.7508 2.0845
C 9.4968 -10.7165 -6.2280 0.4120 -0.5689 -0.3712
H 8.4011 -8.7748 -9.4565 -0.3622 -0.4529 -0.4579
H 9.4511 -9.6858 -10.6924 -0.3828 -0.2288 0.2768
H 10.0265 -8.3901 -9.7039 0.2938 0.0259 -0.0648
H 8.2058 -9.7456 -7.5413 0.1229 0.0729 -0.1420
H 8.7630 -10.4689 -5.4610 -0.0317 0.0075 -0.2425
H 10.4669 -10.3131 -5.9376 0.0469 -0.1641 0.0615
H 9.5532 -11.7960 -6.3685 0.2510 -0.1595 0.6106
C 3.9706 -10.7259 -20.7715 -0.6976 -1.4755 -1.7789
C 4.1470 -10.1907 -19.4407 -0.3916 -1.3014 0.6424
O 4.6509 -9.1210 -19.2868 0.7638 1.8991 1.2356
N 3.7965 -11.0836 -18.4732 0.1816 -0.1970 0.3378
C 3.8587 -10.9057 -17.0406 -0.1591 -0.2746 -0.4644
H 3.4551 -11.6844 -20.7119 -0.1123 -0.0507 -0.3334
H 4.9591 -10.9428 -21.1764 -0.0559 0.2944 -0.2733
H 3.3892 -10.0615 -21.4108 0.3320 0.0682 -0.0337
H 3.2533 -11.9087 -18.6833 0.2341 0.3088 -0.6370
H 4.7542 -10.3832 -16.7040 -0.2636 0.2570 -0.1483
H 3.9063 -11.9361 -16.6884 -0.1603 0.2131 0.6391
H 2.9139 -10.4305 -16.7767 0.3083 0.1652 0.8568
C 7.5128 -19.7833 -13.1824 2.7393 0.9991 -0.5229
C 6.1875 -20.3355 -13.2480 -2.4964 -2.0446 -0.5453
O 5.8248 -21.2492 -14.0061 1.0545 0.7632 0.7597
N 5.2998 -19.7945 -12.4058 -0.6532 0.4479 0.8960
C 4.0761 -20.4669 -12.0715 -1.8699 0.0421 0.1702
H 8.2850 -20.5394 -13.0404 -0.2202 -0.3832 -0.6763
H 7.8121 -19.0815 -12.4040 -0.9552 0.2845 0.2081
H 7.6298 -19.2690 -14.1363 0.6330 -0.1110 -0.1268
H 5.5348 -18.9208 -11.9569 -0.0592 -0.3596 0.2857
H 3.5006 -19.9364 -11.3129 0.6373 0.2370 0.4388
H 4.1601 -21.5044 -11.7482 0.6896 0.0547 0.0654
H 3.2915 -20.5169 -12.8265 0.5106 0.1360 -0.8534
C -0.7278 -15.4473 -12.7069 -1.1770 1.5458 -0.3594
C -0.8651 -16.8638 -13.1202 1.8128 0.6716 0.0399
O 0.0487 -17.5948 -12.8105 0.3724 -1.6913 0.2220
N -1.8397 -17.1957 -13.9673 -0.9158 -1.6438 -0.8409
C -1.9703 -18.5701 -14.5584 -0.3555 1.0060 0.3213
H 0.3028 -15.0972 -12.7651 -0.0316 -0.4590 0.3229
H -1.1682 -15.2573 -11.7281 0.2694 -0.0650 0.1275
H -1.2724 -14.8190 -13.4117 -0.1957 0.2467 0.0223
H -2.6154 -16.5604 -14.0885 0.2156 -0.1679 -0.0675
H -2.4207 -19.2961 -13.8815 -0.1849 0.2351 0.1819
H -1.0321 -19.0308 -14.8677 0.1962 0.6525 0.0484
H -2.6176 -18.4247 -15.4231 0.0584 -0.3179 -0.0130
C -0.1807 -15.9625 -18.2533 -0.2536 0.1874 0.1170
C 1.1844 -15.8896 -17.5910 -1.6577 2.3573 -0.9992
O 1.7130 -14.7806 -17.4958 0.3648 -0.9240 0.5891
N 1.6585 -17.0526 -17.2129 1.0317 -1.2453 0.1096
C 2.9233 -17.1981 -16.5352 0.4828 0.1440 0.5143
H -0.2235 -15.0464 -18.8424 -0.2433 -0.4987 -0.5286
H -1.0375 -15.9141 -17.5813 0.3212 0.1994 0.6078
H -0.3591 -16.9125 -18.7571 0.2129 0.2390 -0.6423
H 1.2070 -17.8560 -17.6261 0.2138 0.0442 0.4212
H 3.6888 -16.4749 -16.8163 -0.2740 0.0932 -0.7309
H 3.3236 -18.1958 -16.7156 -0.1167 0.0585 0.3509
H 2.7890 -16.9578 -15.4805 -0.0486 -0.6102 0.2301
C 4.3182 -8.5450 -4.7806 0.4983 -0.6944 0.3069
C 4.8843 -9.4215 -5.8858 0.6892 4.0651 -1.1154
O 5.4673 -8.8098 -6.8119 -0.6455 -1.4465 0.8955
N 4.6966 -10.7191 -5.8678 -0.4417 -0.5454 -1.3320
C 4.9045 -11.4457 -7.1326 0.9884 -2.2265 1.0463
H 4.2811 -7.5281 -5.1713 -0.1510 -0.2101 0.1711
H 5.0321 -8.5849 -3.9579 0.0323 0.2351 0.1944
H 3.3668 -8.9016 -4.3858 -0.0896 0.1266 -0.1561
H 4.4717 -11.1596 -4.9872 -0.2653 -0.2646 -0.5401
H 4.1598 -12.2366 -7.2224 -0.1660 0.1206 0.0244
H 5.8562 -11.9587 -6.9940 0.1680 -0.3301 -0.3260
H 5.0170 -10.9760 -8.1098 -0.4893 1.0996 0.7700
C 5.0895 -6.8150 -13.2655 1.9202 0.0077 0.0465
C 6.4839 -6.8885 -13.9732 -1.5233 3.9336 -0.9821
O 6.9988 -5.8817 -14.5040 -0.6199 -1.4058 1.0161
N 7.0096 -8.0767 -14.0915 0.8274 -2.7389 0.1439
C 8.1923 -8.3171 -14.8772 1.0049 0.0734 0.1203
H 4.7605 -5.7809 -13.1625 -0.0278 -0.1741 -0.5428
H 5.2895 -7.1414 -12.2450 -0.4822 -0.4809 0.0800
H 4.4183 -7.4677 -13.8237 -0.2476 0.1566 0.3587
H 6.5740 -8.9011 -13.7033 -0.1901 0.3662 0.1064
H 8.9413 -7.5595 -14.6462 -0.2262 0.2947 -0.3658
H 7.9807 -8.3495 -15.9460 0.0581 0.1753 0.0002
H 8.7005 -9.2371 -14.5883 -0.4822 -0.2780 0.0472
C -0.3487 -10.2213 -11.6870 -1.0638 -0.1535 0.0383
S -0.0855 -8.6250 -10.8404 -0.7922 -0.2515 2.4465
O -1.3917 -8.1796 -10.1773 1.6387 -0.8011 -1.2377
C 0.9344 -9.3625 -9.4552 0.3264 -0.8285 -0.8547
H -1.0407 -10.8943 -11.1806 -0.0224 0.3386 0.7536
H 0.5350 -10.8345 -11.8632 0.2560 0.6198 -0.3151
H -0.9239 -9.9454 -12.5708 0.5477 -0.0658 -0.4178
H 1.8444 -9.7730 -9.8929 0.3274 0.4585 -0.3467
H 0.4887 -10.2939 -9.1061 -0.7024 0.3451 0.2806
H 1.2290 -8.7109 -8.6325 -0.4850 0.2962 -0.3273
C 8.7749 -19.2366 -8.2555 -0.3235 0.3119 0.5340
S 7.0307 -18.6866 -7.9015 0.1197 -0.9726 -2.7882
O 6.6311 -17.8506 -9.1110 0.1460 -0.7713 1.2997
C 6.3515 -20.4510 -8.1312 0.4802 0.9094 0.5312
H 9.0720 -19.7839 -7.3609 0.3337 0.2093 0.0543
H 9.3580 -18.3318 -8.4268 -0.0434 0.0708 0.4815
H 8.9810 -19.8673 -9.1203 -0.8415 -0.0811 -0.1321
H 6.6482 -20.9378 -7.2021 0.1287 -0.2188 -0.0639
H 6.8348 -20.9114 -8.9930 -0.1194 0.1258 0.0544
H 5.2652 -20.5170 -8.1913 0.0952 0.4794 -0.1252
C 13.6372 -19.0405 -12.1233 0.5744 -0.1209 0.2576
S 14.3972 -17.3958 -12.3063 -0.4111 -0.1877 0.2968
O 13.4964 -16.4935 -11.5394 0.1347 0.1064 -0.0194
C 15.9017 -17.6371 -11.3537 0.8398 0.0674 0.2967
H 13.6004 -19.3367 -11.0750 -0.1225 0.3076 0.1045
H 14.2312 -19.8001 -12.6315 -0.0755 0.0991 -0.3039
H 12.6300 -18.9636 -12.5328 0.1655 0.0046 -0.0538
H 15.8171 -17.8540 -10.2888 -0.6901 -0.3158 -0.0748
H 16.4875 -16.7180 -11.3615 -0.2715 0.2597 -0.3981
H 16.5353 -18.3840 -11.8321 -0.1740 -0.1789 -0.1011
C 8.6259 -12.5566 -18.4135 0.5607 0.4632 -0.3348
S 9.7237 -13.2561 -17.1432 0.5038 1.9365 1.3840
O 10.4954 -12.0477 -16.5304 -1.4957 -2.2467 -1.2448
C 8.3545 -13.5808 -15.9613 0.1773 -0.3277 0.1165
H 8.0722 -13.2631 -19.0319 -0.3525 -0.3731 0.7504
H 9.2349 -12.0714 -19.1763 0.3959 0.2745 0.3934
H 8.0407 -11.8042 -17.8848 -0.2770 -0.0916 -0.3388
H 8.7032 -14.1160 -15.0781 0.4510 0.1548 -0.0850
H 7.5937 -14.2310 -16.3932 -0.0226 0.1856 -0.3548
H 7.9331 -12.6310 -15.6322 0.0439 0.0618 -0.2154
C 15.1329 -12.9486 -14.2396 0.3158 0.8735 -0.8436
S 15.0091 -12.0855 -12.6205 1.6098 0.8279 0.4197
O 16.0368 -10.9516 -12.5543 -1.3752 -1.4948 -0.5983
C 13.3665 -11.3657 -12.8332 -0.2957 -0.7136 -0.2425
H 14.3154 -13.6431 -14.4331 -0.0439 0.0873 0.3216
H 16.0909 -13.4193 -14.4606 0.0952 -0.4005 1.0788
H 15.1764 -12.1995 -15.0302 -0.6709 0.4306 0.0461
H 13.2488 -10.4620 -12.2351 0.3810 0.0066 -0.2305
H 12.6995 -12.1127 -12.4030 -0.1343 -0.0657 -0.0075
H 13.1041 -11.2639 -13.8863 0.0809 0.4223 0.0776
```
Forces are in eV/Å.

Its HOMO energy is -8.240 eV. As for the total energy: -142886.995 eV. Its multiplicity is 1. Its lowest unoccupied orbital energy is -0.00912 Eh. For the largest force on an atom, the calculation gives 0.095 Eh/bohr. The charge is 0. The relative energy (zero: lowest compared OMol25 entry of this formula, charge and spin) comes out at 340.8 kJ/mol. The calculation puts the frontier orbital gap at 0.2937 hartree.

Mulliken population analysis, charges in e, atoms 1 to 99:
1. C -1.052
2. C 0.700
3. O -0.626
4. N -0.076
5. C -0.964
6. H 0.365
7. H 0.239
8. H 0.283
9. H 0.200
10. H 0.347
11. H 0.254
12. H 0.326
13. C -0.895
14. C 0.647
15. O -0.645
16. N -0.083
17. C -0.921
18. H 0.270
19. H 0.244
20. H 0.292
21. H 0.176
22. H 0.298
23. H 0.352
24. H 0.271
25. C -1.171
26. C 0.739
27. O -0.663
28. N -0.126
29. C -0.860
30. H 0.306
31. H 0.239
32. H 0.392
33. H 0.232
34. H 0.266
35. H 0.362
36. H 0.278
37. C -0.980
38. C 0.771
39. O -0.706
40. N -0.033
41. C -0.926
42. H 0.314
43. H 0.242
44. H 0.303
45. H 0.113
46. H 0.320
47. H 0.304
48. H 0.275
49. C -0.870
50. C 0.628
51. O -0.604
52. N -0.144
53. C -0.874
54. H 0.275
55. H 0.205
56. H 0.278
57. H 0.215
58. H 0.277
59. H 0.304
60. H 0.312
61. C -1.000
62. C 0.695
63. O -0.656
64. N -0.051
65. C -0.987
66. H 0.285
67. H 0.281
68. H 0.246
69. H 0.242
70. H 0.347
71. H 0.296
72. H 0.311
73. C -0.979
74. C 0.711
75. O -0.656
76. N -0.222
77. C -0.865
78. H 0.199
79. H 0.268
80. H 0.385
81. H 0.247
82. H 0.311
83. H 0.259
84. H 0.340
85. C -1.039
86. C 0.701
87. O -0.666
88. N -0.114
89. C -0.895
90. H 0.298
91. H 0.207
92. H 0.358
93. H 0.251
94. H 0.282
95. H 0.369
96. H 0.245
97. C -1.187
98. C 0.698
99. O -0.625